40
Properties=species:S:1:pos:R:3:lowdin_charge:R:1 method="wB97M-V/def2-TZVPD" molar_mass_g_mol=276.3 orbital_gap_ev=9.29 charge=0 e_lumo_ev=0.7 energy_ev=-25001.366 de_lowest_ev=2.511 homo_energy_ev=-8.589
C 0.37 -2.37 -4.54 -0.100
C 0.32 -1.38 -3.38 -0.236
C 1.29 -1.72 -2.25 -0.333
C 1.29 -0.65 -1.21 -0.125
N 0.57 0.38 -1.31 0.088
N 0.60 1.31 -0.33 0.068
C -0.13 2.45 -0.40 -0.417
O -0.85 2.77 -1.30 0.102
C 0.08 3.37 0.83 -0.190
C -1.29 3.85 1.33 -0.106
O -2.05 2.77 1.83 0.000
C -1.34 1.92 2.62 -0.197
C -2.05 1.01 3.41 0.004
C -1.37 0.14 4.24 -0.090
C 0.01 0.18 4.32 -0.093
C 0.72 1.06 3.53 -0.010
C 0.05 1.93 2.67 -0.203
O 0.81 2.77 1.88 -0.014
C 1.03 -3.08 -1.58 -0.227
C -0.36 -3.19 -0.95 -0.093
H 0.01 -3.35 -4.24 0.064
H 1.39 -2.48 -4.91 0.075
H -0.25 -2.02 -5.36 0.071
H -0.69 -1.31 -2.99 0.107
H 0.57 -0.38 -3.75 0.110
H 2.30 -1.76 -2.66 0.144
H 1.95 -0.81 -0.34 0.135
H 1.23 1.17 0.47 0.149
H 0.68 4.23 0.50 0.171
H -1.14 4.60 2.12 0.144
H -1.86 4.28 0.50 0.139
H -3.12 1.01 3.34 0.121
H -1.93 -0.56 4.85 0.102
H 0.54 -0.49 4.98 0.101
H 1.80 1.10 3.56 0.119
H 1.79 -3.23 -0.81 0.106
H 1.16 -3.87 -2.32 0.102
H -1.13 -3.17 -1.71 0.070
H -0.53 -2.37 -0.26 0.072
H -0.44 -4.12 -0.40 0.072

***

41
Properties=species:S:1:pos:R:3:lowdin_charge:R:1 method="wB97M-V/def2-TZVPD" molar_mass_g_mol=292.3 orbital_gap_ev=9.24 charge=0 e_lumo_ev=0.5 energy_ev=-27051.355 de_lowest_ev=0.365 homo_energy_ev=-8.789
C -1.52 3.12 -2.36 -0.098
C -2.67 2.83 -1.40 -0.213
C -2.85 1.35 -1.09 -0.187
O -1.81 0.84 -0.27 -0.044
C -0.67 0.32 -0.79 -0.224
C -0.48 -0.07 -2.11 -0.003
C 0.72 -0.65 -2.50 0.001
C 1.75 -0.84 -1.59 -0.152
C 2.99 -1.49 -2.08 -0.410
C 4.09 -1.71 -1.07 -0.014
O 3.12 -1.84 -3.23 0.077
C 1.56 -0.43 -0.27 0.025
C 0.38 0.14 0.14 -0.145
C 0.17 0.52 1.57 -0.071
C -0.65 -0.57 2.29 -0.142
C -0.80 -0.21 3.78 -0.518
N 0.34 -0.28 4.47 0.183
O -1.86 0.16 4.23 0.066
C 0.07 -1.90 2.12 -0.511
N -0.56 -2.79 1.33 0.205
O 1.15 -2.14 2.64 0.046
H -0.57 2.78 -1.95 0.070
H -1.69 2.63 -3.31 0.075
H -1.45 4.19 -2.54 0.072
H -3.60 3.20 -1.82 0.111
H -2.49 3.36 -0.45 0.113
H -2.96 0.77 -2.01 0.116
H -3.75 1.21 -0.49 0.130
H -1.25 0.07 -2.85 0.105
H 0.86 -0.96 -3.52 0.120
H 4.43 -0.75 -0.68 0.089
H 4.93 -2.21 -1.55 0.084
H 3.73 -2.32 -0.24 0.086
H 2.34 -0.57 0.46 0.118
H -0.38 1.46 1.64 0.135
H 1.14 0.63 2.07 0.126
H -1.65 -0.61 1.86 0.143
H 0.30 -0.15 5.47 0.117
H 1.10 -0.84 4.09 0.086
H -0.12 -3.68 1.15 0.120
H -1.43 -2.58 0.88 0.111

***

46
Properties=species:S:1:pos:R:3:lowdin_charge:R:1 method="wB97M-V/def2-TZVPD" molar_mass_g_mol=405.3 orbital_gap_ev="6.90 / 8.34" charge=+1 e_lumo_ev="-2.8 / -2.9" s_squared=3.7592 energy_ev=-60363.501 homo_energy_ev="-9.700 / -11.282" spin_multiplicity=4
V -0.02 -0.30 0.57 0.966
C -4.66 0.45 1.29 0.011
N -3.62 1.49 1.29 -0.111
C -4.00 2.82 1.77 -0.011
C -2.39 1.19 0.90 -0.377
O -2.06 0.05 0.53 -0.017
C -1.36 2.33 0.97 -0.052
O -0.07 1.82 0.61 -0.198
C 1.07 2.33 1.32 -0.061
C 2.20 1.29 1.23 -0.371
O 1.97 0.17 0.74 -0.020
N 3.39 1.63 1.70 -0.113
C 4.48 0.65 1.69 0.012
C 3.65 2.89 2.40 -0.005
H -5.08 0.36 2.30 0.104
H -5.46 0.73 0.60 0.104
H -4.24 -0.49 0.99 0.092
H -3.53 3.05 2.73 0.102
H -3.75 3.60 1.04 0.099
H -5.07 2.84 1.91 0.099
H -1.64 3.11 0.27 0.148
H -1.34 2.75 1.97 0.139
H 1.38 3.27 0.88 0.141
H 0.81 2.49 2.37 0.147
H 4.19 -0.22 1.12 0.093
H 5.36 1.11 1.23 0.101
H 4.73 0.36 2.71 0.106
H 2.94 3.65 2.13 0.083
H 3.64 2.73 3.48 0.108
H 4.64 3.24 2.12 0.103
O -0.13 -0.26 2.55 -0.083
C -0.12 -1.32 3.21 -0.125
C -0.05 -2.66 2.73 -0.101
C -0.06 -3.66 3.73 0.048
C -0.01 -4.95 3.37 -0.139
C 0.06 -5.35 2.02 0.031
C 0.07 -4.42 1.04 0.025
C 0.01 -3.03 1.35 -0.295
O 0.03 -2.16 0.40 -0.124
N -0.01 -5.99 4.43 -0.357
O 0.04 -7.14 4.07 0.088
O -0.03 -5.62 5.58 0.080
H -0.19 -1.21 4.30 0.141
H -0.11 -3.39 4.78 0.133
H 0.10 -6.41 1.79 0.128
H 0.11 -4.70 -0.01 0.128

***

41
Properties=species:S:1:pos:R:3:lowdin_charge:R:1 method="wB97M-V/def2-TZVPD" molar_mass_g_mol=288.4 orbital_gap_ev=8.91 charge=0 e_lumo_ev=0.2 energy_ev=-25935.214 de_lowest_ev=1.646 homo_energy_ev=-8.750
C -5.39 -2.02 -0.68 -0.115
C -5.72 -0.55 -0.93 -0.270
C -4.78 0.42 -0.22 -0.218
C -3.33 0.36 -0.74 -0.197
C -2.39 -0.47 0.14 -0.173
C -1.97 0.29 1.39 -0.187
O -1.20 1.44 1.09 -0.036
C 0.10 1.33 0.74 -0.257
C 0.84 0.15 0.72 -0.007
C 2.17 0.16 0.36 -0.014
C 2.80 1.35 0.00 -0.139
C 4.20 1.48 -0.42 -0.344
O 4.67 2.50 -0.88 0.091
N 5.07 0.37 -0.29 -0.025
C 6.36 0.38 -0.71 -0.103
N 6.94 -0.76 -0.45 0.138
C 5.95 -1.49 0.15 -0.474
N 6.14 -2.77 0.52 0.139
N 4.81 -0.84 0.27 0.123
C 2.05 2.54 0.01 -0.005
C 0.73 2.53 0.37 0.012
H -4.42 -2.28 -1.11 0.064
H -5.37 -2.24 0.38 0.073
H -6.14 -2.66 -1.15 0.068
H -5.71 -0.36 -2.00 0.106
H -6.74 -0.36 -0.57 0.103
H -4.80 0.22 0.85 0.104
H -5.17 1.43 -0.37 0.107
H -3.33 -0.05 -1.75 0.111
H -2.92 1.37 -0.80 0.109
H -1.50 -0.73 -0.44 0.109
H -2.88 -1.40 0.45 0.107
H -2.84 0.69 1.91 0.126
H -1.42 -0.36 2.09 0.122
H 0.39 -0.79 0.99 0.106
H 2.73 -0.76 0.36 0.084
H 6.82 1.23 -1.18 0.130
H 5.48 -3.16 1.17 0.097
H 7.10 -3.06 0.61 0.095
H 2.54 3.46 -0.27 0.120
H 0.15 3.43 0.39 0.120

***

44
Properties=species:S:1:pos:R:3:lowdin_charge:R:1 method="wB97M-V/def2-TZVPD" molar_mass_g_mol=368.5 orbital_gap_ev=7.99 charge=0 e_lumo_ev=-1.3 energy_ev=-49653.499 de_lowest_ev=1.727 homo_energy_ev=-9.276
N -2.29 -3.35 0.62 0.183
C -2.86 -2.50 -0.25 -0.565
O -3.99 -2.09 -0.13 0.043
C -2.01 -2.17 -1.48 -0.076
H -2.59 -1.45 -2.07 0.106
C -0.62 -1.61 -1.15 -0.197
N -0.58 -0.83 0.06 -0.191
S 0.32 -1.39 1.32 0.687
O -0.24 -0.89 2.54 -0.271
O 0.46 -2.81 1.17 -0.290
C 1.96 -0.67 1.18 -0.211
C 2.46 0.11 2.18 -0.032
C 3.76 0.66 2.11 -0.047
C 4.59 0.41 1.05 0.001
C 4.10 -0.40 0.01 -0.345
N 4.73 -0.75 -1.12 -0.234
S 3.75 -1.67 -1.99 1.050
N 2.47 -1.67 -1.01 -0.221
C 2.77 -0.95 0.07 -0.346
H 5.58 0.81 0.99 0.118
H 4.11 1.27 2.93 0.110
H 1.83 0.31 3.03 0.117
C -0.88 0.59 0.10 -0.323
C -2.30 0.91 -0.38 -0.131
C -2.60 2.38 -0.13 -0.187
C -1.59 3.27 -0.86 -0.205
C -0.17 2.93 -0.44 -0.192
C 0.13 1.45 -0.68 -0.140
H 1.14 1.21 -0.37 0.101
H 0.04 1.23 -1.75 0.120
H -0.04 3.14 0.62 0.117
H 0.55 3.54 -1.00 0.111
H -1.80 4.32 -0.65 0.108
H -1.70 3.12 -1.94 0.114
H -2.55 2.58 0.95 0.118
H -3.61 2.61 -0.46 0.113
H -3.02 0.28 0.13 0.116
H -2.37 0.72 -1.45 0.119
H -0.81 0.85 1.16 0.141
H -0.25 -1.01 -2.00 0.119
H 0.08 -2.43 -1.00 0.091
H -1.90 -3.08 -2.07 0.123
H -1.28 -3.46 0.67 0.057
H -2.79 -3.51 1.48 0.120

***

45
Properties=species:S:1:pos:R:3:lowdin_charge:R:1 method="wB97M-V/def2-TZVPD" molar_mass_g_mol=384.5 orbital_gap_ev=8.48 charge=0 e_lumo_ev=0.3 energy_ev=-51699.643 de_lowest_ev=0.000 homo_energy_ev=-8.169
C 6.77 -1.42 0.36 -0.094
C 5.26 -1.61 0.27 -0.217
C 4.58 -0.61 -0.66 -0.260
C 5.06 -0.68 -2.13 -0.204
C 4.90 -2.05 -2.76 -0.079
C 3.09 -0.85 -0.65 -0.456
O 2.54 -1.89 -0.38 0.012
N 2.34 0.25 -1.02 0.125
C 0.98 0.18 -1.11 -0.551
N 0.23 1.19 -1.45 0.020
N -1.06 0.88 -1.46 -0.010
C -1.30 -0.35 -1.15 -0.658
S -2.95 -1.00 -1.02 0.603
O -2.87 -2.16 -0.19 -0.290
O -3.53 -1.13 -2.32 -0.275
N -3.77 0.22 -0.24 -0.054
C -3.14 0.88 0.82 -0.322
C -2.38 0.16 1.74 -0.031
C -1.74 0.81 2.77 0.014
C -1.85 2.19 2.93 -0.278
O -1.18 2.73 3.98 -0.088
C -1.28 4.12 4.20 -0.093
C -2.62 2.91 2.02 -0.016
C -3.25 2.26 0.97 -0.019
S 0.11 -1.29 -0.77 1.173
H 7.01 -0.40 0.63 0.077
H 7.26 -1.65 -0.59 0.067
H 7.19 -2.08 1.11 0.074
H 4.83 -1.49 1.27 0.120
H 5.03 -2.63 -0.06 0.111
H 4.77 0.40 -0.29 0.148
H 6.11 -0.39 -2.16 0.108
H 4.50 0.06 -2.71 0.108
H 5.56 -2.78 -2.30 0.074
H 5.13 -2.00 -3.82 0.077
H 3.87 -2.41 -2.65 0.078
H 2.76 1.14 -1.25 0.161
H -4.21 0.83 -0.91 0.120
H -2.30 -0.91 1.63 0.100
H -1.15 0.26 3.49 0.121
H -0.87 4.69 3.36 0.095
H -0.68 4.32 5.09 0.092
H -2.31 4.42 4.39 0.095
H -2.74 3.98 2.11 0.103
H -3.83 2.82 0.26 0.116

***

58
Properties=species:S:1:pos:R:3:lowdin_charge:R:1 method="wB97M-V/def2-TZVPD" molar_mass_g_mol=733.2 orbital_gap_ev=6.12 charge=0 e_lumo_ev=-3.0 energy_ev=-209339.531 homo_energy_ev=-9.113
C 0.67 -1.40 3.55 -0.074
C 0.67 -2.87 3.00 -0.170
O 0.81 -3.01 1.54 -0.052
C 0.84 -1.81 0.89 -0.248
N 2.07 -1.23 0.68 0.212
C 2.19 0.01 0.05 -0.060
C 3.62 0.61 -0.12 -0.103
C 4.79 -0.47 -0.19 -0.134
C 5.75 -0.30 1.06 -0.186
F 6.74 0.69 0.81 -0.075
C 1.01 0.75 -0.44 -0.018
C 1.09 2.12 -1.17 -0.135
C 1.91 3.24 -0.41 -0.272
C 1.11 4.56 -0.14 -0.604
Br 0.26 5.34 -1.73 0.650
C -0.33 0.12 -0.20 0.087
C -1.64 0.86 -0.65 -0.533
O -2.05 0.78 -1.75 0.174
O -2.22 1.62 0.37 -0.216
P -3.96 1.60 0.28 0.956
N -4.61 0.50 1.48 -0.168
O -4.39 3.13 0.90 -0.282
C -0.41 -1.19 0.46 -0.069
S -1.93 -2.12 0.80 0.825
O -3.11 -1.60 0.13 -0.255
O -2.21 -2.23 2.23 -0.276
C -1.75 -3.91 0.21 -0.550
F -2.98 -4.30 -0.23 0.142
F -1.44 -4.75 1.24 0.119
F -0.90 -4.02 -0.84 0.134
H -0.23 -0.80 3.24 0.087
H 0.60 -1.47 4.68 0.104
H 1.64 -0.84 3.37 0.080
H -0.29 -3.34 3.33 0.121
H 1.53 -3.42 3.47 0.134
H 2.89 -1.74 1.05 0.179
H 3.81 1.21 0.82 0.127
H 3.68 1.30 -1.00 0.125
H 5.41 -0.21 -1.10 0.131
H 4.44 -1.53 -0.28 0.112
H 6.32 -1.25 1.29 0.126
H 5.20 0.02 1.99 0.119
H 1.62 1.93 -2.15 0.144
H 0.08 2.53 -1.44 0.091
H 2.81 3.51 -1.05 0.114
H 2.36 2.81 0.53 0.102
H 0.38 4.35 0.70 0.081
H 1.83 5.33 0.26 0.067
H -5.25 0.98 2.13 0.032
H -5.21 -0.16 0.97 0.041
H -4.87 3.02 1.74 0.043
F -2.38 0.15 -5.09 -0.302
As -4.05 -0.42 -4.91 0.800
F -4.48 0.34 -6.45 -0.289
F -4.46 1.07 -4.05 -0.297
F -5.71 -0.99 -4.73 -0.291
F -3.62 -1.18 -3.37 -0.305
F -3.63 -1.91 -5.77 -0.293

***

46
Properties=species:S:1:pos:R:3:lowdin_charge:R:1 method="wB97M-V/def2-TZVPD" molar_mass_g_mol=422.2 orbital_gap_ev=5.75 charge=+1 e_lumo_ev=-4.0 energy_ev=-69565.118 de_lowest_ev=2.218 homo_energy_ev=-9.750
C 5.80 4.56 -1.11 -0.093
C 4.53 3.66 -1.11 -0.617
Cl 4.20 2.75 0.42 0.674
C 3.65 3.52 -2.15 -0.606
Cl 3.89 4.42 -3.68 0.680
C 2.48 2.53 -1.92 -0.318
N 2.70 1.23 -2.31 0.175
C 1.51 0.55 -1.94 -0.281
P 1.37 -1.29 -2.23 0.750
O 2.63 -1.98 -1.76 -0.453
C 0.55 1.46 -1.36 -0.006
N 1.24 2.72 -1.38 -0.180
P 0.58 4.26 -0.78 0.953
C -1.26 4.37 -1.19 -0.245
O 0.63 4.11 0.93 -0.303
H 6.63 3.94 -0.64 0.096
H 5.62 5.42 -0.41 0.104
H 6.14 4.85 -2.14 0.072
H 3.55 0.88 -2.75 0.195
H 1.10 -1.49 -3.62 0.030
H 0.32 -1.78 -1.38 0.029
H -0.47 1.25 -0.95 0.135
H -1.39 4.06 -2.27 0.055
H -1.58 5.43 -1.00 0.062
H -1.81 3.70 -0.47 0.044
H 0.99 3.21 1.09 0.044
N -2.38 -1.23 0.48 -0.009
C -2.68 -2.54 0.22 -0.175
C -3.94 -2.59 -0.32 -0.082
C -4.42 -1.25 -0.39 -0.091
C -3.44 -0.44 0.10 -0.147
H -1.52 -0.89 0.88 0.134
H -1.97 -3.32 0.43 0.103
H -4.47 -3.48 -0.62 0.104
H -5.38 -0.93 -0.76 0.100
H -3.40 0.64 0.22 0.099
N -2.20 -4.15 2.89 -0.008
C -1.77 -4.05 4.19 -0.142
C -1.64 -5.32 4.69 -0.109
C -2.01 -6.22 3.66 -0.107
C -2.35 -5.47 2.56 -0.144
H -2.39 -3.38 2.27 0.085
H -1.59 -3.09 4.64 0.102
H -1.32 -5.57 5.69 0.093
H -2.02 -7.30 3.71 0.093
H -2.68 -5.77 1.57 0.104

***

53
Properties=species:S:1:pos:R:3:lowdin_charge:R:1 method="wB97M-V/def2-TZVPD" molar_mass_g_mol=837.6 orbital_gap_ev="6.58 / 6.61" charge=0 e_lumo_ev="-1.8 / -1.8" energy_ev=-97952.719 homo_energy_ev="-8.402 / -8.400"
Ir 0.92 0.13 -0.59 1.200
O 2.27 -0.22 -2.73 -0.194
P 3.49 0.64 -2.03 0.197
O 4.79 0.27 -2.59 -0.234
O 3.25 0.40 -0.54 -0.359
O 3.08 2.15 -2.39 -0.227
P 1.77 2.85 -1.69 0.196
O 2.16 2.82 -0.14 -0.146
O 1.53 4.19 -2.22 -0.235
O 0.62 1.85 -1.90 -0.517
H 2.15 0.10 -3.63 0.091
H 2.73 2.05 0.02 0.024
C -3.79 1.66 1.11 -0.504
C -3.03 2.77 0.41 -0.485
S -1.49 2.25 -0.48 0.870
C -2.22 1.55 -1.99 -0.497
C -2.81 0.16 -1.86 -0.462
S -1.56 -1.11 -1.37 0.901
C -2.14 -1.83 0.25 -0.482
C -3.19 -1.14 1.09 -0.499
S -2.65 0.44 1.86 0.880
H -4.46 1.13 0.43 0.058
H -4.39 2.08 1.92 0.070
H -2.65 3.48 1.14 0.071
H -3.66 3.30 -0.30 0.076
H -1.39 1.55 -2.69 0.057
H -2.99 2.25 -2.34 0.089
H -3.18 -0.17 -2.83 0.081
H -3.62 0.12 -1.14 0.043
H -1.22 -1.93 0.83 0.034
H -2.52 -2.82 -0.02 0.075
H -3.42 -1.80 1.92 0.076
H -4.12 -0.96 0.54 0.067
F 1.62 0.41 5.53 0.056
C 1.26 0.29 4.23 -0.276
C 1.20 -0.97 3.66 -0.015
C 0.87 -1.07 2.32 -0.134
C 0.60 0.06 1.54 -0.281
C 0.63 1.31 2.18 -0.156
C 0.97 1.44 3.51 0.000
H 1.44 -1.83 4.26 0.118
H 0.86 -2.06 1.88 0.083
H 0.41 2.21 1.61 0.071
H 1.04 2.41 3.98 0.123
I 1.98 -6.20 -2.07 0.858
C 2.14 -4.21 -1.46 -0.738
C 3.30 -3.48 -1.27 -0.105
N 2.91 -2.28 -0.85 0.008
N 1.59 -2.17 -0.77 -0.056
C 1.10 -3.35 -1.13 -0.196
H 4.33 -3.74 -1.42 0.129
H 3.47 -1.44 -0.67 0.111
H 0.04 -3.54 -1.15 0.088

***

43
Properties=species:S:1:pos:R:3:lowdin_charge:R:1 method="wB97M-V/def2-TZVPD" molar_mass_g_mol=323.4 orbital_gap_ev=9.47 charge=0 e_lumo_ev=0.4 energy_ev=-37345.323 de_lowest_ev=0.074 homo_energy_ev=-9.105
C -4.10 0.89 0.92 -0.050
N -2.63 1.07 1.03 0.040
C -1.93 0.54 2.06 -0.450
O -2.46 -0.09 2.95 0.051
C -0.37 0.70 2.03 -0.163
C 0.45 -0.50 2.56 -0.081
C 0.57 -1.74 1.65 -0.208
C -0.53 -2.62 1.48 -0.013
C -0.34 -3.78 0.71 -0.082
C 0.89 -4.10 0.12 -0.085
C 1.97 -3.19 0.24 -0.080
C 1.79 -2.01 1.01 -0.054
N 0.21 0.99 0.71 0.129
C 0.15 2.18 0.04 -0.435
O -0.50 3.08 0.53 0.053
C 0.87 2.34 -1.31 -0.262
C 0.16 3.30 -2.28 -0.500
S -1.38 2.65 -2.96 0.730
N 1.13 1.09 -2.02 0.082
C 2.13 0.28 -1.66 -0.546
C 2.24 -1.02 -2.46 0.008
O 2.86 0.48 -0.69 0.035
H -4.56 0.87 1.91 0.082
H -4.55 1.74 0.39 0.081
H -4.32 -0.07 0.43 0.084
H -2.15 1.67 0.38 0.094
H -0.22 1.56 2.68 0.152
H 0.07 -0.81 3.55 0.127
H 1.47 -0.12 2.73 0.119
H -1.47 -2.50 2.01 0.111
H -1.14 -4.48 0.71 0.087
H 1.07 -5.01 -0.42 0.092
H 2.89 -3.44 -0.24 0.088
H 2.65 -1.35 1.12 0.109
H 0.65 0.23 0.22 0.099
H 1.84 2.72 -1.01 0.155
H 0.85 3.56 -3.08 0.080
H -0.09 4.21 -1.72 0.085
H -1.68 3.78 -3.62 -0.132
H 0.61 0.89 -2.87 0.121
H 1.34 -1.58 -2.27 0.075
H 2.45 -0.81 -3.51 0.082
H 3.09 -1.60 -2.04 0.088

***

41
Properties=species:S:1:pos:R:3:lowdin_charge:R:1 method="wB97M-V/def2-TZVPD" molar_mass_g_mol=271.4 orbital_gap_ev=7.53 charge=0 e_lumo_ev=1.0 energy_ev=-23343.101 de_lowest_ev=2.029 homo_energy_ev=-6.575
C -3.20 0.13 -0.75 -0.201
N -2.48 1.19 -0.76 0.119
C -1.50 1.14 0.27 -0.460
N -1.34 0.24 1.27 0.039
N -0.24 0.24 2.12 -0.062
C 0.64 1.40 2.05 -0.278
C 2.03 0.97 2.39 -0.244
C 2.74 1.85 3.21 -0.055
C 4.08 1.66 3.53 -0.062
C 4.68 0.38 3.21 -0.071
C 3.90 -0.50 2.47 -0.094
C 2.61 -0.18 2.00 -0.046
C 0.61 2.00 0.60 -0.083
N -0.79 2.23 0.07 0.035
N -4.19 -0.03 -1.67 -0.078
C -4.70 -1.43 -1.79 -0.186
C -3.87 -2.26 -2.78 -0.185
C -3.82 -1.55 -4.16 -0.209
C -3.43 -0.09 -4.06 -0.221
C -4.26 0.62 -3.04 -0.167
H -3.05 -0.74 -0.10 0.124
H -0.35 -0.33 2.98 0.146
H 0.44 2.19 2.83 0.139
H 2.37 2.87 3.39 0.117
H 4.67 2.38 4.08 0.091
H 5.59 -0.02 3.60 0.085
H 4.35 -1.44 2.22 0.095
H 2.23 -0.98 1.35 0.124
H 1.16 1.28 -0.08 0.129
H 1.21 2.88 0.37 0.114
H -0.96 2.94 -0.65 0.142
H -5.71 -1.46 -2.14 0.098
H -4.75 -1.89 -0.68 0.160
H -4.27 -3.26 -2.91 0.102
H -2.81 -2.30 -2.34 0.134
H -3.11 -2.04 -4.80 0.094
H -4.85 -1.71 -4.58 0.123
H -2.28 0.01 -3.83 0.152
H -3.39 0.50 -4.98 0.106
H -5.33 0.58 -3.28 0.119
H -4.06 1.68 -3.23 0.117